# 1
{"formula": "C19H43AlFINO10S3", "method": "ωB97M-V with the def2-TZVPD basis set", "elements": ["C", "C", "Al", "C", "C", "C", "I", "C", "C", "F", "N", "C", "C", "C", "O", "H", "H", "H", "H", "H", "H", "H", "H", "H", "H", "H", "H", "H", "H", "H", "H", "H", "H", "H", "O", "S", "O", "O", "C", "C", "C", "H", "H", "H", "H", "H", "H", "H", "H", "O", "S", "O", "O", "C", "C", "C", "H", "H", "H", "H", "H", "H", "H", "H", "O", "S", "O", "O", "C", "C", "C", "H", "H", "H", "H", "H", "H", "H", "H"], "xyz": [[-2.3775, 1.2797, 1.8737], [-1.7044, 1.6456, 0.5647], [0.1441, 0.7090, 0.2711], [-0.2901, -1.2835, -0.0111], [-0.0910, -1.8156, -1.5531], [-1.5333, -2.4109, -2.1509], [1.3426, -3.4739, -1.4742], [1.1940, 0.9966, 2.0091], [0.9361, 2.5313, 2.5350], [2.6568, 0.7905, 1.9072], [1.0181, 1.3267, -1.3271], [0.8344, 2.8080, -1.5687], [2.4593, 0.8825, -1.4282], [3.6799, 1.6641, -2.1929], [2.7789, -0.3169, -0.8667], [-1.9447, 1.7009, 2.8944], [-3.2825, 0.5412, 1.9486], [-2.1859, 2.3927, -0.1967], [-1.4214, -1.4812, 0.3007], [0.3948, -1.8950, 0.7215], [0.2492, -0.9974, -2.3183], [-1.8115, -3.3156, -1.4618], [-2.3507, -1.5711, -2.2135], [-1.3334, -2.7790, -3.2455], [0.7505, 0.2363, 2.8149], [0.3565, 3.1576, 1.7251], [0.3203, 2.5717, 3.5359], [1.9973, 3.0284, 2.6586], [-0.3222, 3.0418, -1.4261], [1.0456, 3.0003, -2.7256], [1.4468, 3.5093, -0.8595], [3.3982, 2.6993, -2.6596], [4.0001, 0.9716, -3.1109], [4.6232, 1.7519, -1.4762], [-2.1986, -2.7505, 4.2696], [-1.5922, -3.8296, 3.5185], [-1.6418, -3.8816, 2.0736], [-2.1195, -5.2517, 4.1134], [-3.5192, -5.4782, 4.1990], [-4.1101, -5.8158, 2.8429], [0.1018, -3.9901, 4.0252], [-4.0254, -4.6173, 4.6487], [-3.6656, -6.3279, 4.8737], [-4.0655, -4.9554, 2.1686], [-5.1580, -6.1130, 2.9412], [-3.5518, -6.6284, 2.3677], [0.1459, -3.9999, 5.1154], [0.6534, -3.1319, 3.6348], [0.5089, -4.9137, 3.6095], [3.5124, 4.3954, 3.8293], [4.9393, 4.6343, 3.8864], [5.6213, 4.9155, 5.1309], [5.3280, 5.7870, 2.8027], [4.6485, 7.0332, 2.8593], [5.1762, 7.9016, 3.9860], [5.7716, 3.2856, 3.0860], [3.5673, 6.8826, 2.9479], [4.8273, 7.5392, 1.9050], [4.9323, 7.4715, 4.9620], [4.7381, 8.9026, 3.9400], [6.2660, 7.9862, 3.9331], [5.2942, 3.0962, 2.1233], [5.6840, 2.4064, 3.7281], [6.8234, 3.5472, 2.9555], [-3.1207, -2.2924, -4.5364], [-4.2101, -2.0560, -5.4602], [-5.3787, -2.9077, -5.5030], [-3.6070, -1.9162, -6.9673], [-2.7900, -2.9617, -7.4745], [-3.6216, -4.1543, -7.9081], [-4.7511, -0.3746, -5.2795], [-2.0315, -3.2532, -6.7402], [-2.2601, -2.5607, -8.3447], [-4.0934, -4.6390, -7.0481], [-2.9978, -4.8972, -8.4132], [-4.4239, -3.8429, -8.5842], [-3.8793, 0.2813, -5.2939], [-5.2701, -0.2884, -4.3223], [-5.4346, -0.1337, -6.0958]], "forces_ev_per_a": [[0.92, 0.73, -2.37], [-0.89, 1.08, 3.54], [0.01, -0.74, 0.50], [-0.62, -0.91, -0.28], [-2.47, 0.86, 0.30], [1.57, -0.18, -0.10], [-0.33, 0.41, -0.48], [-0.81, 0.69, 1.22], [0.65, 0.00, -0.21], [-1.54, 0.24, 0.49], [4.55, 1.12, -0.02], [-1.07, 0.14, -1.33], [-0.75, -4.57, 2.65], [-0.04, -0.46, -0.61], [-1.65, 6.60, -3.29], [0.01, -2.16, -2.10], [0.83, 2.45, -0.16], [-0.43, -2.82, 0.51], [2.33, 0.15, -0.63], [-1.37, 1.10, -1.40], [-0.08, -1.67, 1.68], [0.16, 1.82, -1.38], [1.62, -1.63, 0.45], [-0.46, 0.56, 2.25], [1.35, 1.50, -1.37], [0.98, -1.24, 1.58], [1.33, 0.01, -1.87], [-2.22, -0.95, 0.04], [2.51, -0.40, -0.17], [-0.22, 0.10, 2.46], [-1.01, -1.22, -1.40], [0.45, -1.89, 1.14], [-0.73, 1.38, 2.12], [-2.27, -0.20, -1.45], [0.11, -0.91, -0.72], [0.27, 0.10, -0.43], [-0.31, 0.16, 1.43], [0.79, 0.61, 0.02], [-0.95, -0.16, -0.16], [-0.04, 0.18, -0.35], [-0.02, -0.17, 0.11], [0.19, 0.02, -0.06], [0.34, 0.16, 0.01], [0.00, -0.12, 0.10], [0.09, -0.01, 0.07], [-0.09, 0.07, 0.13], [-0.08, 0.00, -0.15], [-0.24, -0.05, -0.06], [-0.12, 0.15, 0.00], [1.28, 0.67, 0.44], [-0.09, -0.29, -0.39], [-0.73, -0.03, -0.69], [0.09, -1.07, 0.32], [-0.42, 0.92, 0.19], [0.03, -0.01, 0.39], [0.07, 0.13, -0.16], [0.13, -0.16, 0.02], [0.08, -0.39, 0.02], [0.02, 0.06, -0.14], [0.03, -0.09, -0.08], [-0.15, 0.02, -0.08], [-0.02, 0.02, 0.17], [-0.14, 0.22, -0.02], [-0.16, 0.04, 0.06], [-1.29, -0.16, -1.20], [0.25, 0.16, -0.01], [0.97, 0.39, 0.14], [-0.59, 0.59, 0.91], [0.49, -0.91, -0.37], [-0.25, -0.25, 0.16], [0.04, 0.07, -0.20], [-0.15, 0.13, 0.05], [-0.17, 0.26, 0.25], [0.09, 0.07, -0.11], [0.00, 0.13, 0.02], [0.16, 0.00, 0.03], [-0.08, -0.15, 0.01], [0.13, -0.19, -0.10], [0.11, -0.10, 0.10]], "e_lumo_ev": 2.2, "total_charge": -1, "molar_mass_g_mol": 714.64, "orbital_gap_ev": 5.91, "e_tot_ev": -92279.7552}

# 2
{"formula": "C19H43AuCl2F3O3P2S", "method": "ωB97M-V with the def2-TZVPD basis set", "elements": ["Au", "Cl", "P", "C", "C", "C", "C", "H", "C", "H", "H", "H", "H", "H", "H", "H", "C", "C", "H", "H", "H", "H", "H", "H", "C", "H", "C", "H", "H", "H", "H", "H", "H", "Cl", "H", "P", "C", "C", "C", "C", "H", "C", "H", "H", "H", "H", "H", "H", "H", "C", "C", "H", "H", "H", "H", "H", "H", "C", "H", "C", "H", "H", "H", "H", "H", "H", "F", "C", "F", "F", "S", "O", "O", "O"], "xyz": [[-0.3776, 0.1252, -0.2646], [0.1852, 0.0983, -2.6019], [-0.6402, -2.3064, -0.4888], [0.6494, -3.1178, -1.5642], [-0.7787, -3.4220, 1.0109], [-2.2214, -2.5001, -1.4516], [2.0506, -2.5087, -1.4285], [0.2796, -2.8688, -2.5721], [0.7123, -4.6345, -1.3951], [1.2871, -4.9038, -0.4991], [1.2400, -5.0437, -2.2666], [-0.2684, -5.1202, -1.3522], [2.1059, -1.5739, -1.9947], [2.7966, -3.2081, -1.8299], [2.3041, -2.2805, -0.3847], [-1.9415, -1.9800, -2.3859], [-3.4160, -1.7561, -0.8318], [-2.5628, -3.9566, -1.7684], [-1.8988, -4.3791, -2.5300], [-3.5843, -3.9954, -2.1678], [-2.5354, -4.5916, -0.8715], [-3.1205, -0.9690, -0.1262], [-4.0973, -2.4430, -0.3131], [-3.9785, -1.2684, -1.6416], [0.4684, -3.2361, 1.8405], [-0.7988, -4.4486, 0.6244], [-2.0029, -3.1472, 1.8697], [1.3876, -3.5975, 1.3661], [0.3832, -3.6741, 2.8430], [0.5864, -2.1515, 1.9726], [-2.1210, -2.0630, 2.0283], [-1.8418, -3.5980, 2.8585], [-2.9173, -3.5665, 1.4372], [-1.2543, 0.1694, 1.9745], [-1.9425, 0.4544, -0.7924], [0.1219, 2.5327, -0.4523], [-0.7654, 3.3085, -1.8972], [-0.3113, 3.6187, 0.9983], [1.9150, 2.7455, -0.9367], [-2.1423, 2.6983, -2.1946], [-0.0916, 3.0388, -2.7279], [-0.8740, 4.8299, -1.7950], [-1.7003, 5.1220, -1.1325], [-1.1022, 5.2136, -2.7985], [0.0450, 5.3223, -1.4585], [-2.0303, 1.7131, -2.6564], [-2.6802, 3.3430, -2.9028], [-2.7583, 2.6056, -1.2905], [1.9322, 2.1997, -1.8961], [2.8501, 2.0270, 0.0301], [2.3584, 4.1938, -1.1338], [1.9618, 4.6433, -2.0491], [3.4540, 4.2160, -1.2042], [2.0778, 4.8144, -0.2711], [2.2921, 1.3749, 0.7093], [3.4465, 2.7284, 0.6304], [3.5615, 1.3913, -0.5138], [-1.7888, 3.4510, 1.3712], [-0.1488, 4.6456, 0.6323], [0.5948, 3.3990, 2.2059], [-2.4575, 4.0068, 0.7027], [-1.9406, 3.8213, 2.3930], [-2.0700, 2.3872, 1.3745], [0.6054, 2.3478, 2.5232], [0.2063, 4.0030, 3.0378], [1.6287, 3.7159, 2.0202], [3.4750, -1.1440, 4.6962], [2.6553, -1.5485, 3.7164], [3.0044, -2.8016, 3.3397], [1.3833, -1.5858, 4.1892], [2.7859, -0.3709, 2.3217], [2.2819, 0.8636, 2.8882], [4.1861, -0.4100, 1.8891], [1.9018, -0.9987, 1.3386]], "forces_ev_per_a": [[-0.04, 0.10, 0.38], [0.49, -0.03, -1.53], [-0.07, -0.48, 0.48], [-0.33, 0.17, -0.18], [0.07, -0.33, -0.51], [0.56, 0.10, -0.09], [0.08, 0.21, 0.19], [0.07, -0.19, 0.16], [0.08, -0.27, -0.21], [-0.19, 0.04, -0.17], [0.00, -0.04, 0.18], [0.27, 0.08, 0.04], [0.06, -0.17, 0.19], [-0.14, 0.10, 0.03], [-0.01, -0.12, -0.31], [-0.16, -0.17, 0.25], [-0.21, 0.11, 0.04], [-0.27, -0.03, -0.20], [-0.08, 0.03, 0.20], [0.12, -0.08, 0.01], [-0.02, 0.15, -0.21], [-0.11, -0.30, -0.16], [0.19, 0.06, -0.08], [0.02, -0.13, 0.25], [0.24, 0.63, 0.35], [-0.23, 0.09, 0.03], [-0.32, 0.30, 0.10], [-0.22, 0.05, 0.05], [-0.11, -0.21, -0.30], [-0.04, -0.78, 0.23], [-0.09, -0.52, -0.04], [-0.12, -0.01, -0.21], [0.04, 0.12, 0.05], [-0.17, 0.05, 1.03], [-0.33, 0.12, -0.06], [0.19, 0.13, 0.21], [0.19, -0.28, 0.02], [0.31, 0.35, -0.44], [-0.39, 0.13, -0.12], [-0.03, 0.03, -0.10], [-0.23, 0.16, 0.15], [-0.05, 0.24, -0.23], [0.23, -0.04, -0.11], [-0.03, 0.05, 0.19], [-0.28, -0.12, -0.04], [-0.07, 0.14, 0.22], [0.09, -0.03, 0.08], [0.14, 0.01, -0.21], [-0.06, 0.27, 0.23], [0.16, -0.42, 0.20], [0.19, 0.12, -0.16], [0.00, -0.01, 0.15], [-0.18, 0.04, -0.03], [0.08, -0.08, -0.19], [0.30, 0.33, -0.25], [-0.31, -0.17, -0.02], [-0.16, 0.14, 0.12], [-0.19, -0.25, -0.04], [-0.08, -0.17, 0.16], [0.08, -0.23, 0.18], [0.12, -0.12, 0.06], [-0.01, 0.01, -0.19], [0.00, 0.43, 0.00], [0.04, 0.31, -0.08], [0.10, -0.09, -0.12], [-0.18, -0.17, -0.02], [-0.19, -0.43, 0.23], [-0.18, 0.08, -0.12], [-0.12, 0.51, 0.45], [0.95, -0.09, 0.00], [0.61, -0.23, -1.34], [0.46, -0.39, 0.15], [-1.05, 0.20, 0.94], [0.52, 0.99, 0.10]], "s2": 2.01, "e_lumo_ev": [2.7, 2.0], "multiplicity": 3, "total_charge": -1, "molar_mass_g_mol": 738.43, "orbital_gap_ev": [6.63, 7.78], "e_tot_ev": -92848.3465}

# 3
{"formula": "C19H43Cl2F3GdO3P2S", "method": "ωB97M-V with the def2-TZVPD basis set", "elements": ["Gd", "Cl", "P", "C", "C", "C", "C", "H", "C", "H", "H", "H", "H", "H", "H", "H", "C", "C", "H", "H", "H", "H", "H", "H", "C", "H", "C", "H", "H", "H", "H", "H", "H", "Cl", "H", "P", "C", "C", "C", "C", "H", "C", "H", "H", "H", "H", "H", "H", "H", "C", "C", "H", "H", "H", "H", "H", "H", "C", "H", "C", "H", "H", "H", "H", "H", "H", "F", "C", "F", "F", "S", "O", "O", "O"], "xyz": [[0.1123, -0.0664, -0.2963], [2.1099, -1.2191, -1.2465], [1.4282, 2.0255, -0.5896], [2.3690, 2.0325, -2.1784], [0.5516, 3.6079, -0.4947], [2.7185, 1.8712, 0.7222], [1.6641, 1.4230, -3.3936], [3.2292, 1.3754, -1.9497], [2.8829, 3.4152, -2.5312], [2.1074, 4.0229, -3.0160], [3.7061, 3.3141, -3.2601], [3.2746, 3.9770, -1.6822], [1.7436, 0.3294, -3.3973], [2.1420, 1.7956, -4.3078], [0.6042, 1.6922, -3.4366], [3.2369, 0.9458, 0.3973], [2.2090, 1.6302, 2.1238], [3.7194, 3.0128, 0.7100], [4.4217, 2.9478, -0.1259], [4.3184, 2.9738, 1.6347], [3.2291, 3.9890, 0.6860], [1.1763, 1.2473, 2.1383], [2.2336, 2.5322, 2.7472], [2.8253, 0.8687, 2.6270], [-0.5592, 3.7001, -1.5412], [1.3344, 4.3204, -0.7656], [0.0418, 3.9876, 0.8899], [-0.1680, 3.7538, -2.5619], [-1.1507, 4.6083, -1.3652], [-1.2395, 2.8395, -1.4794], [-0.5032, 3.1657, 1.3747], [-0.6560, 4.8314, 0.8005], [0.8542, 4.3034, 1.5526], [-1.8781, 1.0801, 0.4455], [-0.1600, 0.0043, -2.0539], [-0.9420, -2.3129, -0.2932], [0.2164, -3.5271, 0.4634], [-2.5288, -2.4786, 0.5632], [-1.0649, -2.8177, -2.0694], [1.0973, -3.0211, 1.6003], [0.8960, -3.7640, -0.3791], [-0.4931, -4.7943, 0.8979], [-0.9778, -4.6702, 1.8744], [0.2550, -5.5976, 1.0167], [-1.2402, -5.1560, 0.1895], [1.9303, -2.4092, 1.2282], [1.5214, -3.8735, 2.1384], [0.5345, -2.4131, 2.3227], [0.0039, -2.8105, -2.3628], [-1.7868, -1.8319, -2.9895], [-1.6090, -4.2229, -2.2557], [-0.8934, -4.9919, -1.9580], [-1.8256, -4.3824, -3.3257], [-2.5454, -4.3757, -1.7127], [-1.9593, -0.8574, -2.5199], [-2.7589, -2.2272, -3.3200], [-1.1791, -1.6641, -3.8908], [-2.4377, -2.0369, 2.0107], [-2.6754, -3.5636, 0.5589], [-3.7245, -1.8462, -0.1369], [-1.9632, -2.7752, 2.6633], [-3.4312, -1.8214, 2.4127], [-1.8447, -1.1063, 2.1004], [-3.5749, -0.7770, -0.3316], [-4.6092, -1.9426, 0.5089], [-3.9552, -2.3474, -1.0818], [-2.3929, 1.4332, 4.9506], [-2.1672, 1.3684, 3.6693], [-3.1623, 0.7457, 3.0498], [-1.9644, 2.5749, 3.1588], [-0.4441, 0.2337, 3.5373], [0.5000, 0.9507, 4.2534], [-0.8870, -0.8472, 4.2454], [0.1545, -0.3823, 2.0363]], "forces_ev_per_a": [[0.85, -0.16, 2.62], [1.85, -1.03, -0.49], [1.38, 1.92, -0.68], [0.68, 0.11, 0.11], [0.59, 1.15, -0.16], [0.81, 0.17, -0.68], [-0.14, -0.17, -0.22], [-0.27, 0.27, 0.01], [0.59, 0.44, -0.60], [0.08, -0.10, 0.15], [-0.24, 0.11, 0.14], [-0.04, -0.04, -0.07], [-0.20, 0.36, 0.10], [0.05, 0.04, 0.06], [0.18, -0.09, -0.02], [-0.23, 0.37, -0.01], [-0.71, -0.03, 0.52], [0.82, 0.08, 0.29], [-0.12, 0.09, 0.00], [-0.09, 0.06, -0.24], [0.00, 0.01, 0.03], [1.11, 0.48, -0.16], [0.00, -0.05, -0.22], [-0.22, 0.25, -0.11], [-0.25, -0.23, -0.22], [-0.20, 0.51, -0.01], [-0.14, -0.20, 0.48], [0.02, -0.06, 0.10], [0.12, -0.13, -0.03], [0.15, 0.24, 0.01], [0.18, 0.27, -0.20], [0.14, -0.14, 0.01], [-0.05, -0.13, -0.05], [-2.42, 1.52, 0.06], [-0.85, 0.40, -2.12], [-1.01, -2.18, -0.47], [0.19, -0.67, -0.53], [-0.73, -1.38, 0.01], [0.39, -0.60, 0.13], [0.04, 0.43, 0.44], [-0.35, 0.05, 0.21], [0.16, -0.91, 0.30], [0.03, 0.05, -0.18], [-0.24, 0.18, 0.04], [0.05, 0.04, 0.06], [-0.31, -0.11, 0.10], [0.04, -0.09, -0.11], [0.25, -0.37, -0.24], [-0.41, 0.00, 0.24], [-0.51, 0.33, -0.18], [-0.05, -0.44, -0.73], [-0.08, 0.04, 0.09], [0.04, -0.08, 0.26], [0.00, -0.01, -0.01], [0.06, -0.23, -0.24], [0.15, -0.01, 0.16], [-0.20, 0.06, 0.26], [0.52, 0.79, 0.42], [-0.47, -0.10, 0.09], [-0.20, 0.23, -0.32], [0.02, 0.09, -0.14], [0.00, -0.15, -0.06], [-0.70, -0.94, -0.24], [0.00, -0.24, 0.06], [0.20, -0.01, -0.12], [0.06, 0.08, -0.01], [-0.32, 0.25, 0.78], [2.59, -1.60, -2.26], [-0.17, 0.45, 0.56], [-0.44, 0.24, 0.33], [0.06, -0.31, -6.27], [2.98, 3.47, 1.17], [-2.82, -5.39, 2.79], [-2.28, 2.73, 5.18]], "s2": 16.04, "e_lumo_ev": [2.7, 2.7], "multiplicity": 8, "total_charge": -1, "molar_mass_g_mol": 698.72, "orbital_gap_ev": [7.15, 7.17], "e_tot_ev": -109988.1312}